{"formula": "C46H37BaBrIN4O2PS2", "method": "ωB97M-V/def2-TZVPD", "symbols": ["Ba", "I", "Br", "S", "S", "P", "O", "O", "N", "N", "N", "N", "C", "C", "C", "C", "C", "C", "C", "C", "C", "C", "C", "C", "C", "C", "C", "C", "C", "C", "C", "C", "C", "C", "C", "C", "C", "C", "C", "C", "C", "C", "C", "C", "C", "C", "C", "C", "C", "C", "C", "C", "C", "C", "C", "C", "C", "C", "H", "H", "H", "H", "H", "H", "H", "H", "H", "H", "H", "H", "H", "H", "H", "H", "H", "H", "H", "H", "H", "H", "H", "H", "H", "H", "H", "H", "H", "H", "H", "H", "H", "H", "H", "H", "H"], "coordinates": [[-0.200591, 0.537678, 0.096036], [1.247436, -2.927631, 1.108920], [-5.620844, -1.642944, 5.357437], [2.253883, 2.184904, 0.079367], [-0.843660, 3.364250, 0.793799], [0.962082, -0.420717, 3.409428], [-1.013717, -1.907754, -1.495221], [1.476636, -0.664559, -2.086313], [0.721661, 9.146297, -0.214738], [-1.667765, 1.448306, -1.934612], [-2.980834, 0.515443, 0.351252], [4.521579, 7.705730, -1.032304], [-2.274025, -1.811851, -2.140302], [3.647987, 7.024439, -0.725801], [-2.032729, 0.238420, 6.165867], [2.582337, 6.151573, -0.358099], [-4.765587, 0.671637, 2.042437], [1.396174, -5.177564, 2.943310], [3.362454, 2.908984, 3.895149], [-0.389009, 0.296630, 4.400215], [-2.973376, 1.695836, -1.755397], [-3.070953, -1.051267, 2.156952], [1.409551, -3.804631, 3.020032], [0.295080, 5.745110, 0.276785], [-4.811491, -0.961132, 3.791174], [-3.666933, -1.565882, 3.296187], [-3.631574, 0.049514, 1.519560], [-1.031296, 1.420723, 3.873781], [-1.740314, 2.742167, -3.934051], [2.342268, 0.770787, 3.470173], [-3.728151, 2.444667, -2.652967], [1.297369, 6.640792, -0.073167], [4.615376, 1.191804, 2.787041], [-2.146997, 1.953219, 4.498412], [1.817077, 3.878562, 0.043950], [2.002715, -1.253118, 5.755797], [-1.064915, 1.976460, -2.987535], [1.946143, -3.986584, 5.368585], [0.522505, 4.371864, 0.342782], [0.990338, 8.030823, -0.143526], [-2.647615, 1.367584, 5.651218], [1.921009, -5.396880, 5.250917], [-0.022127, -2.478927, -2.336658], [2.271240, 2.056504, 3.994234], [2.818532, 4.786081, -0.290016], [0.768933, -1.407800, -3.058548], [1.634809, -3.136174, 4.266654], [-5.357836, 0.157845, 3.181761], [2.370556, -2.095241, 6.813951], [-3.629165, 1.160454, -0.541957], [1.605764, -1.726340, 4.525008], [-3.092164, 2.975750, -3.766831], [1.626933, -5.989638, 4.065084], [-0.918610, -0.301132, 5.540094], [2.510692, 0.110313, -2.694588], [4.531277, 2.481131, 3.293559], [3.526677, 0.345836, 2.866849], [2.306586, -3.442497, 6.623953], [3.289688, 3.914164, 4.287495], [-2.617483, -2.802913, -2.450967], [2.999422, 0.681335, -1.910316], [-2.616325, 2.827649, 4.067753], [-4.778241, 2.622207, -2.474104], [-2.422428, -0.234972, 7.057240], [2.545179, -4.127745, 7.426686], [-0.478474, -3.180622, -3.041711], [-0.455181, -1.183320, 5.962630], [-0.000224, 1.798038, -3.076089], [-3.520412, 1.780957, 6.140056], [1.465304, -1.871713, -3.768963], [-5.162890, 1.572674, 1.600084], [2.146415, -5.985143, 6.129638], [1.228371, -5.655536, 1.988462], [1.369888, 2.407715, 4.470824], [-2.180355, -1.524040, 1.761724], [3.808444, 4.410265, -0.507395], [-3.237164, -2.421416, 3.795467], [3.210058, -0.554987, -3.209266], [5.375405, 3.152409, 3.210506], [-2.234031, -1.153021, -3.012863], [2.667842, -1.672892, 7.763582], [-2.974901, -1.401123, -1.418793], [-3.645311, 3.571777, -4.478492], [-0.679748, 1.903693, 2.967662], [-1.194977, 3.152061, -4.772111], [-6.229479, 0.634068, 3.607791], [5.522656, 0.855067, 2.304588], [2.004093, -0.182573, 5.922698], [-4.701707, 1.357687, -0.475829], [0.108437, -0.743361, -3.633922], [-0.693424, 6.119572, 0.502243], [1.599764, -7.064498, 3.958174], [0.652327, -3.046015, -1.692200], [3.592012, -0.649216, 2.440533], [2.087790, 0.816991, -3.420643]], "forces_ev_per_angstrom": [[1.022, -0.811, 0.672], [0.064, -0.025, 0.045], [0.028, 0.001, 0.007], [0.022, 0.123, -0.060], [-0.084, 0.084, -0.030], [-0.141, 0.166, -0.352], [-0.120, 0.038, -0.020], [-0.037, 0.124, -0.108], [-0.037, 0.087, 0.026], [-0.513, 0.181, -0.312], [-0.570, 0.402, -0.524], [0.077, 0.056, -0.017], [-0.069, -0.032, 0.037], [0.145, 0.177, -0.066], [-0.086, -0.056, 0.021], [-0.254, -0.130, 0.081], [0.162, -0.264, 0.208], [-0.045, 0.248, -0.155], [-0.053, 0.026, 0.032], [-0.047, -0.031, 0.043], [-0.227, 0.008, -0.015], [-0.211, 0.040, 0.121], [-0.037, -0.401, 0.085], [0.220, 0.117, -0.055], [0.087, -0.027, 0.043], [-0.031, 0.047, 0.034], [-0.089, 0.241, -0.276], [-0.071, -0.101, 0.043], [0.150, 0.026, -0.017], [0.038, 0.040, 0.130], [0.343, -0.111, 0.102], [0.036, -0.325, 0.043], [0.033, 0.005, -0.015], [0.039, 0.036, -0.068], [-0.084, -0.236, 0.071], [0.080, -0.033, -0.106], [-0.276, 0.117, -0.153], [0.047, -0.143, 0.189], [-0.180, -0.120, 0.054], [0.034, 0.246, -0.080], [-0.098, 0.000, 0.029], [-0.020, 0.006, -0.063], [0.151, 0.099, -0.033], [0.021, -0.135, -0.077], [0.012, 0.264, -0.021], [-0.159, -0.234, 0.046], [-0.054, 0.194, -0.124], [-0.017, 0.031, 0.012], [-0.015, -0.137, -0.045], [0.397, -0.191, 0.209], [0.157, 0.007, 0.131], [0.034, -0.047, 0.065], [0.011, 0.062, 0.056], [0.066, 0.016, 0.114], [0.027, 0.079, 0.003], [0.090, 0.000, -0.021], [-0.039, 0.032, 0.008], [0.003, 0.158, 0.018], [-0.001, 0.032, 0.011], [-0.001, 0.010, -0.004], [0.026, -0.026, -0.040], [-0.025, 0.052, 0.005], [-0.054, -0.009, 0.047], [-0.032, -0.009, 0.027], [0.008, -0.031, 0.022], [0.007, 0.058, -0.038], [-0.063, 0.014, -0.027], [0.076, -0.006, -0.005], [-0.011, 0.010, 0.009], [-0.009, -0.036, 0.085], [0.007, 0.056, -0.048], [0.015, -0.041, 0.038], [-0.008, 0.030, -0.032], [-0.161, 0.031, 0.028], [0.050, 0.012, -0.071], [0.015, -0.005, -0.006], [-0.007, -0.031, 0.048], [0.029, 0.034, 0.022], [0.013, 0.014, -0.008], [0.013, -0.001, -0.018], [0.014, -0.010, 0.027], [-0.007, -0.007, -0.007], [0.007, 0.021, -0.042], [0.133, 0.067, -0.030], [-0.025, 0.025, -0.020], [-0.011, 0.001, 0.011], [0.034, -0.006, -0.011], [0.004, 0.005, -0.008], [0.007, -0.068, 0.088], [-0.020, -0.034, 0.003], [-0.013, 0.009, 0.002], [0.004, -0.033, 0.020], [0.023, 0.003, -0.066], [-0.009, -0.046, -0.005], [0.038, -0.074, 0.028]], "lowdin_charge": [1.315, 1.026, 0.751, 0.431, 0.401, 0.972, -0.316, -0.312, 0.152, -0.061, -0.014, 0.153, -0.093, -0.192, -0.085, -0.205, -0.012, -0.186, -0.071, -0.375, -0.282, -0.019, -0.587, -0.088, -0.691, -0.109, -0.271, -0.141, -0.022, -0.404, 0.005, -0.205, -0.093, -0.070, -0.707, -0.100, -0.119, -0.160, -0.712, -0.194, -0.086, -0.034, -0.215, -0.081, -0.084, -0.212, -0.182, -0.115, -0.051, -0.092, -0.313, -0.035, -0.075, -0.088, -0.108, -0.084, -0.134, -0.025, 0.108, 0.099, 0.016, 0.110, 0.118, 0.103, 0.115, 0.133, 0.097, 0.106, 0.106, 0.135, 0.114, 0.114, 0.073, 0.100, 0.097, 0.105, 0.109, 0.095, 0.105, 0.091, 0.111, 0.074, 0.115, 0.009, 0.114, 0.106, 0.105, 0.115, 0.130, 0.124, 0.102, 0.108, 0.059, 0.092, 0.089], "orbital_gap_ev": 5.0, "e_above_lowest_kj_mol": 38.1}

***

{"formula": "C4H6", "method": "ωB97M-V/def2-TZVPD", "symbols": ["C", "C", "C", "C", "H", "H", "H", "H", "H", "H"], "coordinates": [[1.946892, -0.210673, 0.427842], [-1.474207, -0.276970, -0.600648], [-1.472264, 0.018291, 0.658865], [2.218683, 0.647504, -0.343615], [-2.332459, 0.443282, 1.300734], [2.562670, 1.326618, -1.037633], [-2.344957, -0.550807, -1.094494], [-0.569133, -0.309342, -1.158818], [-0.439383, 0.046700, 0.992965], [1.904157, -1.134604, 0.854804]], "forces_ev_per_angstrom": [[0.360, 0.468, -0.695], [-0.322, -0.486, -0.920], [0.099, 1.737, 2.415], [0.029, -0.058, 0.178], [1.395, -1.516, -1.062], [0.226, 1.230, -0.877], [-1.648, 0.114, -1.232], [0.686, -0.522, -0.203], [-0.342, 0.700, 1.024], [-0.483, -1.667, 1.372]], "lowdin_charge": [-0.006, -0.095, -0.087, 0.031, 0.090, 0.006, 0.022, 0.030, 0.000, 0.010], "orbital_gap_ev": 11.2, "e_above_lowest_kj_mol": 256.3, "smiles": "C#C.C=C"}